{
  "formula": "C12H22N",
  "method": "the ωB97M-V functional and the def2-TZVPD basis",
  "s2": 2.02,
  "homo_ev": [-9.286, -13.317],
  "spin_multiplicity": 3,
  "energy_ev": -14278.9690,
  "orbital_gap_ev": [6.97, 7.22],
  "relative_energy_kj_mol": 0.0,
  "charge": 1,
  "species": ["C", "H", "H", "H", "C", "C", "H", "H", "C", "H", "C", "H", "H", "H", "C", "H", "H", "H", "H", "N", "C", "H", "H", "H", "H", "H", "C", "H", "H", "C", "H", "C", "H", "C", "C"],
  "positions_angstrom": [[-1.906, -0.897, 0.254], [0.538, 0.548, -2.546], [2.032, 1.621, -0.040], [-1.885, -2.306, -1.378], [2.360, -0.448, 0.112], [1.882, -1.861, 0.022], [-1.143, 3.153, -0.197], [-1.049, 1.199, -2.082], [1.617, 0.629, -0.116], [0.522, 3.116, 0.374], [-2.097, -2.289, -0.309], [2.673, -2.488, -0.384], [-1.456, -3.015, 0.186], [-3.129, -2.616, -0.192], [0.007, 1.170, -1.826], [4.437, -0.737, -0.245], [4.066, 0.755, 0.627], [3.972, -0.811, 1.445], [-1.258, 1.103, 2.606], [0.199, 0.606, -0.478], [-0.483, 2.752, 0.571], [-2.800, 1.085, -0.047], [0.414, 2.179, -1.874], [-0.857, -1.613, 1.967], [-0.111, -0.380, -0.477], [-3.852, -0.307, -0.233], [-0.567, 1.253, 0.611], [-2.715, 0.059, -1.499], [-0.806, 3.161, 1.523], [3.791, -0.288, 0.507], [1.660, -2.235, 1.020], [-0.961, 0.599, 1.701], [0.999, -1.987, -0.600], [-1.249, -0.776, 1.414], [-2.842, 0.067, -0.417]],
  "forces_ev_per_angstrom": [[-1.93, -3.57, -2.13], [0.03, -0.02, 0.17], [-0.12, 0.17, -0.02], [0.00, -0.08, -0.17], [-0.16, -0.03, 0.00], [-0.06, 0.04, -0.03], [-0.03, 0.29, -0.15], [0.05, 0.01, 0.14], [0.59, -0.26, 0.12], [0.20, 0.12, -0.06], [0.17, 0.07, 0.12], [0.00, -0.06, -0.07], [0.03, -0.07, -0.01], [-0.12, -0.06, -0.02], [-0.23, 0.39, -0.70], [0.05, -0.05, -0.05], [0.06, 0.08, 0.04], [0.05, -0.03, 0.08], [0.96, -0.02, 0.48], [0.45, -0.14, 0.84], [-0.52, -0.61, -0.04], [-0.06, 0.19, 0.05], [0.01, -0.10, 0.11], [-0.43, -0.21, 0.42], [-0.08, 0.06, -0.05], [-0.02, 0.04, 0.08], [2.11, 6.69, -6.01], [-0.05, -0.04, -0.06], [0.01, 0.02, 0.06], [0.01, 0.13, 0.03], [-0.03, -0.08, 0.09], [-1.77, -5.36, 5.34], [-0.11, -0.11, -0.05], [0.43, 2.46, 1.27], [0.51, 0.17, 0.18]]
}